(1)
Here is an isolated molecule of C5H8 from the Open Molecules 2025 dataset. Energies are from the ωB97M-V functional and the def2-TZVPD basis.

Structure (XYZ):
```
13
C5H8 (the ωB97M-V functional and the def2-TZVPD basis)
C -0.05538 -1.03975 0.78148
C -0.99906 -0.09014 0.01028
C -0.03340 1.89395 -0.66873
C 0.30636 0.48674 -0.72027
C 1.14713 -0.15784 0.39807
H -0.01096 -2.02284 0.30147
H -0.26580 -1.17796 1.84597
H -1.75323 -0.52170 -0.65076
H -1.47042 0.64478 0.67184
H -0.71108 2.06485 -1.53546
H 0.40947 -0.00455 -1.69565
H 2.06683 -0.66599 0.09714
H 1.36954 0.59045 1.16461
```

## Properties
2S+1: 1
Lowest unoccupied orbital energy, eV: 0.22
Energy relative to the best compared isomer or geometry (same formula, charge and spin), kcal per mole: 93.8
DFT total energy, Ha: -195.142505
Kohn-Sham gap, eV: 8.71

(2)
Here is the ion CH3O7P with charge -2 from the Open Molecules 2025 dataset. Energies are from the ωB97M-V functional and the def2-TZVPD basis.

Structure (XYZ):
```
12
CH3O7P (the ωB97M-V functional and the def2-TZVPD basis)
O 2.82376 0.28331 0.91568
P 1.48629 0.17896 0.09801
O 1.44974 -0.90183 -0.92486
O 1.14116 1.58837 -0.61267
O 0.10285 -0.07095 1.05134
C -1.04551 0.04320 0.10179
O -1.25890 1.22722 -0.33731
O -2.13933 -0.45550 0.95259
O -0.98169 -1.00515 -0.86731
H 0.02492 1.55693 -0.52390
H -1.65885 -1.33167 1.07068
H 0.05557 -1.11288 -0.92405
```

## Properties
2S+1: 1
SMILES string: O=[P@]([O-])(O)OC([O-])(O)O
Total charge: -2
Lowest unoccupied orbital energy, eV: 6.87
DFT total energy, Ha: -908.076747
Kohn-Sham gap, eV: 7.85

(3)
Here is a structure of composition C5H9NO from the Open Molecules 2025 dataset. Energies are from the ωB97M-V functional and the def2-TZVPD basis.

Structure (XYZ):
```
16
C5H9NO (the ωB97M-V functional and the def2-TZVPD basis)
C 1.24043 0.98723 1.04430
C 1.00438 -0.49485 0.85209
N -0.20459 -1.04471 1.11639
C -0.42094 -1.50796 -0.17776
C -0.70919 -0.57874 -1.30376
C -1.10445 0.83147 -1.12563
O 0.18437 0.49044 -1.61806
H 1.10481 1.48274 0.08121
H 2.22801 1.24738 1.44369
H 0.48112 1.42133 1.71119
H 1.81390 -1.19817 0.67454
H -0.86906 -0.60887 1.74994
H -0.79657 -2.53361 -0.30028
H -1.06819 -1.09031 -2.20114
H -1.75179 1.34776 -1.83312
H -1.13222 1.24885 -0.11360
```

## Properties
2S+1: 1
Lowest unoccupied orbital energy (spin up / spin down), eV: 0.91 / 0.91
Energy relative to the best compared isomer or geometry (same formula, charge and spin), kcal per mole: 120.6
DFT total energy, Ha: -325.745422
Kohn-Sham gap (spin up / spin down), eV: 8.38 / 8.38

(4)
Here is a structure of composition C2H7IN3 from the Open Molecules 2025 dataset. Energies are from the ωB97M-V functional and the def2-TZVPD basis.

Structure (XYZ):
```
13
C2H7IN3 (the ωB97M-V functional and the def2-TZVPD basis)
C 0.18593 -0.59554 -0.51364
C -0.93589 -0.11001 0.39207
N 0.97088 0.68233 -0.23443
N 0.76561 -1.72696 0.07651
N -0.11680 1.53532 0.16892
I -3.03874 -0.13923 0.24196
H 0.01622 -0.79964 -1.53601
H -0.58995 -0.35329 1.42657
H 1.37566 1.17290 -1.06241
H 1.46417 -2.11575 -0.45558
H 0.83086 -1.62775 1.02995
H -0.69894 2.00163 -0.58987
H -0.22902 2.07600 1.05595
```

## Properties
2S+1: 1
Total charge: +1
Lowest unoccupied orbital energy, eV: -4.31
Energy relative to the best compared isomer or geometry (same formula, charge and spin), kcal per mole: 65.2
DFT total energy, Ha: -542.001906
Kohn-Sham gap, eV: 9.82